The following is a DFT calculation (ωB97M-V/def2-TZVPD) of a 2-piece molecular cluster, C7H14N2 overall in a non-equilibrium geometry.

XYZ file:
```
23
Properties=species:S:1:pos:R:3:nbo_charge:R:1
N 1.16 2.49 2.50 -0.5539
N -0.96 1.69 2.37 -0.4499
C 1.35 -1.64 -1.44 -0.6623
C 0.69 2.49 1.21 -0.1093
C -0.57 2.04 1.08 0.0824
C -0.14 -1.88 -1.67 -0.3960
C 0.04 1.96 3.21 0.1598
C -1.47 2.04 -0.10 -0.6568
C -0.46 -3.51 -1.65 -0.5957
H 1.24 3.23 0.63 0.2013
H -0.89 1.72 -0.88 0.2318
H -0.66 -1.46 -2.61 0.2030
H -0.88 -1.57 -0.80 0.1983
H 0.05 -3.75 -0.71 0.1935
H -0.03 1.92 4.32 0.2062
H -2.33 1.30 -0.22 0.2334
H 2.02 -1.68 -2.33 0.2281
H 1.41 -0.92 -0.60 0.2304
H 1.85 -2.51 -0.91 0.2010
H 2.14 2.49 2.61 0.4205
H -1.48 -3.46 -1.56 0.2008
H -2.05 3.04 0.00 0.2352
H -0.02 -4.06 -2.44 0.1983
```

Computed properties:
Max |F|   4.830 eV/Å
HOMO energy   -0.31616 hartree
ΔE to the lowest compared entry with this formula, charge and spin   60.8 kcal/mol
Charge   0
Orbital gap   9.5 eV